The following is a quantum chemistry calculation of C13H23N2O3PRe as an isolated structure, from OMol25.

Last column: natural (NBO) charge in e.
Geometry (Å):
C -2.670 -0.105 -2.377  -0.13
C -2.303 -1.165 -1.544  -0.23
C -1.574 -0.962 -0.362  -0.04
C -1.244 0.358 0.025  -0.36
C -1.376 1.356 -0.968  0.08
C -2.184 1.166 -2.091  -0.22
C -1.218 -2.183 0.431  -0.41
C -0.298 -3.189 -0.319  -0.26
N 1.004 -2.663 -0.628  0.02
Re -0.782 1.168 2.052  1.16
C -0.646 2.654 -0.798  -0.72
P 0.558 2.373 0.626  1.08
H -2.605 -2.182 -1.810  0.23
H -2.384 2.016 -2.743  0.25
H -3.311 -0.268 -3.235  0.25
H -1.323 3.476 -0.513  0.28
H -0.069 2.962 -1.684  0.26
H -0.696 -1.893 1.353  0.20
H -2.128 -2.715 0.732  0.28
H -0.126 -4.036 0.365  0.26
C 1.121 4.059 0.973  -0.96
C 1.983 1.594 -0.240  -0.94
H -0.777 -3.543 -1.246  0.26
C 1.272 -2.025 -1.877  -0.47
C 2.102 -2.866 0.269  -0.47
H 0.084 1.953 3.412  0.12
H 1.599 -2.757 -2.640  0.29
H 0.381 -1.495 -2.246  0.26
H 2.084 -1.294 -1.748  0.24
H 2.718 -3.728 -0.042  0.29
H 2.757 -1.983 0.273  0.24
H 1.737 -3.041 1.290  0.25
H 2.621 2.354 -0.708  0.28
H 2.575 1.033 0.494  0.25
H 1.647 0.895 -1.016  0.25
H 1.047 4.694 0.081  0.28
H 0.502 4.495 1.766  0.28
H 2.164 4.029 1.306  0.27
H 0.677 1.588 2.969  0.13
O 0.334 -1.663 3.776  -0.19
N -0.032 -0.685 3.139  0.25
O -1.325 -0.249 3.324  -0.46
O -1.897 2.466 2.179  -0.42

- E_LUMO (alpha / beta) (eV) = -8.112 / -9.405
- total charge = +2
- spin multiplicity = 4
- ΔE to the lowest compared entry with this formula, charge and spin (kcal/mol) = 0.0
- frontier orbital gap (alpha / beta) (Ha) = 0.2551 / 0.2254

=====

The following is a quantum chemistry calculation of C13H24AgBBr2F3O2 as an isolated structure, from OMol25.

Last column: natural (NBO) charge in e.
Geometry (Å):
C 2.361 3.099 0.485  -0.30
O 1.908 2.781 -0.831  -0.22
C 0.775 2.068 -0.937  -0.31
B 1.048 0.429 -1.205  1.13
C 2.324 -0.187 -0.511  -0.81
C 2.565 -1.681 -0.768  -0.47
C 2.759 -2.499 0.519  0.35
F 2.055 -2.037 1.522  -0.31
Br 2.129 -4.373 0.253  -0.03
C 4.272 -2.551 0.881  0.57
F 4.864 -3.373 0.074  -0.30
F 4.773 -1.345 0.731  -0.31
Br 4.530 -3.073 2.723  0.08
O 0.196 -0.245 -1.939  -0.68
C -1.222 -0.037 -1.638  -0.08
C -1.623 -0.308 -0.203  -0.28
C -1.159 -1.682 0.297  -0.61
C -3.204 -0.284 -0.163  -0.37
C -3.751 1.019 0.439  -0.23
C -3.196 2.294 -0.197  -0.61
C -3.482 1.080 1.946  -0.60
H 1.591 3.009 1.244  0.21
H 3.228 2.507 0.770  0.24
H 2.679 4.138 0.455  0.26
H 0.221 2.465 -1.792  0.28
H 0.119 2.124 -0.061  0.25
H 2.229 0.038 0.552  0.28
H 3.184 0.390 -0.852  0.28
H 3.480 -1.768 -1.344  0.26
H 1.796 -2.153 -1.366  0.22
H -1.550 0.943 -1.974  0.21
H -1.764 -0.739 -2.259  0.22
H -1.319 0.462 0.503  0.21
H -0.985 -1.607 1.366  0.23
H -0.221 -2.016 -0.140  0.18
H -1.915 -2.445 0.154  0.23
H -3.483 -1.074 0.524  0.22
H -3.551 -0.451 -1.178  0.21
H -4.831 1.004 0.307  0.23
H -3.126 2.252 -1.281  0.20
H -2.210 2.512 0.221  0.17
H -3.814 3.146 0.062  0.24
H -2.418 1.226 2.129  0.18
H -3.788 0.133 2.379  0.22
H -3.983 1.928 2.398  0.23
Ag 1.510 -5.120 -2.297  0.92

- E_LUMO (alpha / beta) (eV) = -8.223 / -10.201
- total charge = +2
- spin multiplicity = 2
- frontier orbital gap (alpha / beta) (Ha) = 0.2842 / 0.2114

=====

The following is a quantum chemistry calculation of C13H24Cl2NO4P2Sm as an isolated structure, from OMol25.

Last column: natural (NBO) charge in e.
Geometry (Å):
Sm 0.179 0.878 0.543  1.77
P 2.405 -0.989 0.879  0.81
C 2.365 -0.981 -0.984  -0.76
C 1.077 -1.503 -1.615  0.25
N -0.087 -0.936 -1.189  -0.61
C -1.255 -1.364 -1.737  0.25
C -1.285 -2.333 -2.734  -0.23
C -0.094 -2.889 -3.191  -0.09
C 1.101 -2.472 -2.614  -0.24
C -2.576 -0.797 -1.242  -0.74
P -2.502 0.868 -0.434  0.79
H 2.068 -2.883 -2.910  0.25
H -2.253 -2.624 -3.139  0.25
H -0.097 -3.634 -3.982  0.26
H -3.284 -0.724 -2.085  0.27
H -3.021 -1.482 -0.495  0.27
H 2.512 0.124 -1.278  0.26
H 3.226 -1.580 -1.320  0.27
H 1.237 2.805 -0.777  0.54
O 1.829 1.959 -0.944  -0.99
H 2.108 1.977 -1.876  0.53
H 0.054 3.142 1.089  0.54
O -0.043 3.243 0.045  -0.99
H -0.822 3.806 -0.116  0.54
C -2.795 1.938 -1.885  -0.92
H -3.779 1.710 -2.316  0.26
H -2.774 2.993 -1.580  0.24
H -2.021 1.774 -2.646  0.25
C -4.124 0.928 0.387  -0.92
H -4.125 1.781 1.079  0.26
H -4.937 1.055 -0.341  0.26
H -4.291 0.011 0.969  0.26
C 2.438 -2.772 1.241  -0.92
H 3.406 -3.205 0.950  0.26
H 2.294 -2.896 2.324  0.27
H 1.625 -3.290 0.717  0.25
C 4.150 -0.552 1.184  -0.92
H 4.240 -0.267 2.241  0.27
H 4.808 -1.410 0.986  0.26
H 4.455 0.304 0.566  0.26
Cl 0.670 0.284 5.394  0.07
C -0.331 1.529 4.640  -0.35
Cl 0.040 3.173 5.168  0.06
C -0.196 1.384 3.138  0.80
O -0.583 0.288 2.599  -0.70
O 0.367 2.305 2.416  -0.77
H -1.377 1.322 4.874  0.27

- E_LUMO (alpha / beta) (eV) = -7.603 / -6.176
- total charge = +2
- spin multiplicity = 6
- ΔE to the lowest compared entry with this formula, charge and spin (kcal/mol) = 0.0
- frontier orbital gap (alpha / beta) (Ha) = 0.2939 / 0.3458

=====

The following is a quantum chemistry calculation of a 2-piece molecular cluster, C13H24ClNO3PS2 overall, from OMol25.

Last column: natural (NBO) charge in e.
Geometry (Å):
C 1.963 1.789 -2.818  -0.64
C 0.531 1.909 -2.294  -0.22
N 0.357 1.363 -0.918  -0.28
C 0.653 2.228 0.072  0.11
C 0.589 1.871 1.379  -0.22
C 0.187 0.579 1.678  -0.04
C -0.129 -0.316 0.657  -0.38
P -0.756 -1.923 1.303  0.85
S -1.703 -1.746 2.975  -0.50
C -0.036 0.082 -0.663  0.32
C -0.389 -0.800 -1.822  -0.46
C 0.790 -1.266 -2.716  -0.39
C 2.115 -1.440 -1.975  -0.43
C 2.164 -2.777 -1.226  -0.67
S 3.380 -2.655 0.056  2.12
O 4.681 -2.707 -0.519  -0.87
O 2.973 -1.597 0.934  -0.93
Cl 3.045 -4.376 1.038  -0.18
H 2.297 2.750 -3.200  0.25
H 2.053 1.067 -3.624  0.23
H 2.648 1.487 -2.025  0.23
H 0.280 2.962 -2.198  0.23
H -0.205 1.447 -2.938  0.23
H 0.955 3.219 -0.231  0.24
H 0.822 2.585 2.153  0.27
H 0.070 0.260 2.707  0.27
H -1.492 -2.483 0.253  -0.02
H 0.396 -2.712 1.362  -0.01
H -0.939 -1.657 -1.443  0.24
H -1.097 -0.264 -2.451  0.25
H 0.901 -0.584 -3.555  0.22
H 0.503 -2.221 -3.158  0.23
H 2.935 -1.434 -2.691  0.25
H 2.284 -0.620 -1.278  0.22
H 2.473 -3.585 -1.888  0.27
H 1.212 -3.057 -0.776  0.23
C -4.937 1.357 3.315  -0.64
C -3.562 1.857 2.922  -0.06
O -2.804 2.335 4.029  -0.72
H -5.501 2.150 3.807  0.22
H -5.497 1.021 2.442  0.22
H -4.859 0.518 4.010  0.21
H -3.641 2.704 2.240  0.17
H -3.001 1.062 2.414  0.14
H -2.713 1.615 4.661  0.46

- E_LUMO (eV) = -4.342
- total charge = +1
- frontier orbital gap (Ha) = 0.2864

=====

The following is a quantum chemistry calculation of C13H24CoI2N2Si2 as an isolated structure, from OMol25.

Last column: natural (NBO) charge in e.
Geometry (Å):
Co 0.129 0.736 0.988  1.32
I 1.132 3.168 1.602  0.23
C 0.516 2.613 3.592  -0.68
I -0.410 0.667 3.634  0.23
H -0.208 3.340 3.937  0.25
H 1.395 2.583 4.223  0.25
C 2.740 -3.025 1.128  -1.12
Si 2.810 -1.206 0.650  1.77
C 4.108 -0.837 -0.663  -1.12
C 3.260 -0.221 2.198  -1.14
N 1.220 -0.627 0.144  -1.11
C 0.510 -1.058 -0.923  0.17
C 0.971 -2.063 -1.804  -0.25
C 0.225 -2.480 -2.874  -0.17
C -1.035 -1.908 -3.126  -0.16
C -1.527 -0.930 -2.303  -0.29
C -0.798 -0.464 -1.184  0.28
N -1.251 0.498 -0.348  -1.13
Si -2.796 1.347 -0.467  1.77
C -2.885 2.348 -2.060  -1.12
C -4.232 0.145 -0.263  -1.12
C -2.842 2.557 0.982  -1.14
H 3.704 -3.319 1.549  0.25
H 2.532 -3.681 0.282  0.24
H 1.976 -3.199 1.887  0.24
H 5.094 -1.096 -0.271  0.25
H 4.116 0.225 -0.916  0.24
H 3.956 -1.402 -1.583  0.24
H 4.242 -0.552 2.544  0.26
H 2.560 -0.391 3.018  0.23
H 3.336 0.851 2.003  0.23
H 1.938 -2.510 -1.619  0.22
H 0.610 -3.252 -3.527  0.23
H -1.625 -2.236 -3.971  0.23
H -2.497 -0.494 -2.502  0.22
H -2.905 1.723 -2.953  0.24
H -2.032 3.024 -2.140  0.24
H -3.794 2.952 -2.054  0.25
H -4.307 -0.569 -1.083  0.24
H -5.167 0.706 -0.222  0.25
H -4.136 -0.418 0.668  0.24
H -2.042 3.299 0.932  0.23
H -2.805 2.051 1.950  0.23
H -3.787 3.105 0.946  0.26

- E_LUMO (alpha / beta) (eV) = -4.460 / -4.499
- total charge = +1
- spin multiplicity = 5
- ΔE to the lowest compared entry with this formula, charge and spin (kcal/mol) = 0.0
- frontier orbital gap (alpha / beta) (Ha) = 0.2176 / 0.2512

=====

The following is a quantum chemistry calculation of a 3-piece molecular cluster, C13H24F2NO7Si overall, from OMol25.

Last column: natural (NBO) charge in e.
Geometry (Å):
C -0.120 1.591 -1.577  -1.13
Si -0.277 -0.154 -2.170  1.61
C 0.076 -0.321 -4.000  -1.16
C -1.942 -0.848 -1.752  -1.13
C 1.071 -1.268 -1.294  -0.47
C 2.161 -0.451 -0.618  -0.10
O 3.276 -1.228 -0.238  -0.51
C 3.928 -1.711 -1.387  -0.09
C 3.091 -2.778 -2.062  -0.24
N 1.661 -2.293 -2.269  -0.51
H 0.876 2.026 -1.646  0.25
H -0.784 2.191 -2.205  0.27
H -0.467 1.705 -0.547  0.27
H -0.613 0.346 -4.525  0.28
H -0.130 -1.322 -4.393  0.24
H 1.083 -0.018 -4.305  0.24
H -2.039 -1.105 -0.695  0.25
H -2.707 -0.094 -1.958  0.27
H -2.194 -1.737 -2.336  0.25
H 0.542 -1.864 -0.547  0.23
H 1.719 -0.018 0.279  0.24
H 2.479 0.381 -1.259  0.19
H 4.876 -2.155 -1.085  0.23
H 4.141 -0.879 -2.070  0.19
H 3.490 -3.054 -3.035  0.24
H 3.014 -3.666 -1.438  0.23
H 1.538 -1.941 -3.221  0.44
H 1.065 -3.117 -2.208  0.44
C 1.362 -1.331 2.782  -0.14
C 0.559 -2.261 3.675  0.45
O -0.478 -1.403 4.133  -0.48
C -0.647 -0.398 3.240  0.98
O -1.567 0.341 3.169  -0.56
O 0.398 -0.374 2.368  -0.51
F 1.273 -2.715 4.721  -0.31
H 2.148 -0.864 3.378  0.22
H 1.786 -1.801 1.899  0.20
H 0.097 -3.115 3.173  0.15
C -2.774 3.314 2.855  -0.14
C -4.196 3.829 2.709  0.45
O -4.135 4.582 1.512  -0.49
C -3.064 4.178 0.779  0.97
O -2.873 4.453 -0.357  -0.57
O -2.305 3.324 1.504  -0.50
F -4.560 4.636 3.729  -0.32
H -2.193 4.022 3.448  0.20
H -2.688 2.310 3.252  0.24
H -4.958 3.056 2.592  0.15

- E_LUMO (eV) = -3.226
- total charge = +1
- frontier orbital gap (Ha) = 0.3636

=====

E_tot list, top to bottom, in Eh: -1263.17874 -6278.98546 -3126.12428 -2387.89103 -3176.26425 -1580.21984
Maximum force list, top to bottom, in eV Å⁻¹: 4.65 2.50 2.36 0.69 0.79 0.56